(1)
{"formula": "C33H54I2N", "method": "ωB97M-V/def2-TZVPD", "lumo_energy_ha": -0.1104, "de_lowest_kcal_mol": 0.0, "total_charge": 1, "e_homo_ev": -11.12, "energy_ha": -1939.65663, "species": ["C", "C", "C", "C", "C", "C", "C", "C", "C", "C", "C", "C", "C", "N", "C", "I", "C", "C", "I", "C", "C", "C", "C", "C", "C", "C", "C", "C", "C", "C", "C", "C", "C", "C", "C", "C", "H", "H", "H", "H", "H", "H", "H", "H", "H", "H", "H", "H", "H", "H", "H", "H", "H", "H", "H", "H", "H", "H", "H", "H", "H", "H", "H", "H", "H", "H", "H", "H", "H", "H", "H", "H", "H", "H", "H", "H", "H", "H", "H", "H", "H", "H", "H", "H", "H", "H", "H", "H", "H", "H"], "coordinates": [[2.366761, -1.032358, 0.369874], [2.147966, -0.112299, -0.364427], [2.192501, 0.894474, -1.424347], [3.444276, 1.813731, -1.294003], [4.646944, 1.199922, -0.623552], [5.273686, 0.076640, -1.145471], [6.359264, -0.507638, -0.522724], [6.847312, 0.031606, 0.653007], [6.251942, 1.167789, 1.167518], [5.159345, 1.764222, 0.548939], [4.581232, 3.000119, 1.183639], [2.165997, 0.202548, -2.791633], [1.059744, -0.817072, -2.831226], [-0.243755, -0.251490, -2.324556], [-1.393622, -0.827605, -3.106965], [-1.510323, -0.114264, -5.105068], [-2.740886, -0.704973, -2.362273], [-3.649043, -1.834456, -2.844681], [-3.738094, 1.136958, -2.875586], [-0.254971, 1.235849, -2.193281], [0.912691, 1.774066, -1.349136], [0.417171, 2.007596, 0.076492], [-0.452043, 3.278366, 0.147084], [-1.451659, 3.238267, 1.285297], [-2.694727, 2.404957, 0.952035], [-3.377876, 1.915913, 2.214880], [-4.734368, 1.201328, 2.036474], [-5.076560, 0.676298, 0.646045], [-4.485549, -0.693896, 0.273547], [-3.144788, -1.069820, 0.880788], [-2.698525, -2.466555, 0.397324], [-1.685626, -3.127014, 1.341779], [-0.261608, -3.015649, 0.818465], [0.778629, -3.794824, 1.624854], [1.445935, -3.063555, 2.816543], [0.733574, -1.822796, 3.338260], [2.555367, -1.847169, 1.021889], [3.735851, 2.102776, -2.303220], [3.149310, 2.723086, -0.788468], [4.926116, -0.376094, -2.062114], [6.802538, -1.389863, -0.955867], [7.680479, -0.433843, 1.152742], [6.644643, 1.580427, 2.084386], [3.500751, 2.956209, 1.278522], [5.050377, 3.187969, 2.139831], [4.804087, 3.867301, 0.561698], [1.947152, 0.981488, -3.523532], [3.106167, -0.242874, -3.086056], [1.313423, -1.650968, -2.185066], [0.952052, -1.227862, -3.827781], [-0.363332, -0.619417, -1.376409], [-1.187778, -1.885914, -3.199757], [-2.607066, -0.744335, -1.285283], [-3.082207, -2.734075, -3.078283], [-4.381512, -2.091201, -2.086312], [-4.190408, -1.557792, -3.739713], [-0.289798, 1.711549, -3.164320], [-1.165516, 1.497687, -1.670195], [1.165683, 2.754465, -1.746748], [1.249202, 2.163303, 0.755955], [-0.178085, 1.153911, 0.407155], [0.232416, 4.107819, 0.313261], [-0.984792, 3.449274, -0.788062], [-1.806629, 4.249140, 1.476036], [-0.991220, 2.912923, 2.216339], [-2.434542, 1.586496, 0.279102], [-3.378709, 3.065003, 0.421998], [-3.551909, 2.790809, 2.838661], [-2.692625, 1.292698, 2.785919], [-5.540539, 1.837759, 2.384174], [-4.747116, 0.344936, 2.708878], [-6.157433, 0.557072, 0.620544], [-4.866596, 1.403207, -0.134721], [-5.192727, -1.451064, 0.611793], [-4.457644, -0.803050, -0.809471], [-2.354878, -0.374391, 0.585782], [-3.198469, -1.084739, 1.963091], [-3.594509, -3.079462, 0.340146], [-2.272054, -2.348169, -0.599602], [-1.912061, -4.182525, 1.471850], [-1.790552, -2.649961, 2.311276], [0.036013, -1.974317, 0.688390], [-0.260195, -3.441220, -0.187235], [0.305480, -4.712398, 1.964940], [1.571309, -4.110926, 0.951614], [1.531660, -3.769666, 3.636280], [2.453316, -2.772604, 2.529803], [1.253939, -1.452097, 4.217640], [-0.285043, -2.020847, 3.649968], [0.757689, -1.012847, 2.614643]], "forces_ev_per_angstrom": [[-0.11, -0.01, 0.03], [0.70, -0.21, -0.25], [-0.26, 0.48, 0.08], [0.15, -0.40, -0.15], [0.05, 0.26, 0.28], [0.00, -0.05, -0.15], [-0.05, -0.09, -0.01], [-0.06, -0.03, -0.15], [0.13, -0.22, 0.04], [-0.04, -0.06, 0.27], [0.19, 0.14, -0.55], [-0.53, 0.50, -0.04], [0.75, -0.49, -0.11], [-0.02, -0.11, -0.51], [-0.71, 0.25, 0.46], [0.66, -0.39, -0.39], [0.14, 0.18, -1.45], [-0.11, -0.20, 0.02], [-0.39, 0.31, 0.72], [0.29, 0.62, 0.43], [0.03, -0.24, 0.30], [-0.43, 0.68, -0.31], [0.41, -0.29, 0.45], [-0.52, 0.22, -0.15], [0.23, 0.38, 0.36], [-0.33, -0.03, -0.02], [0.33, -0.36, 0.03], [-0.23, -0.12, -0.12], [-0.31, 0.22, 0.44], [0.33, -0.59, -0.61], [-0.23, 0.27, 0.88], [0.02, 0.25, -0.42], [0.09, -0.24, -0.13], [0.13, 0.36, 0.11], [-0.55, -0.08, -0.08], [0.33, 0.02, 0.20], [-0.01, 0.00, 0.07], [-0.12, 0.13, -0.19], [-0.01, 0.15, 0.16], [-0.12, 0.03, -0.13], [0.12, -0.10, -0.03], [0.14, 0.00, 0.11], [-0.03, 0.16, 0.10], [-0.13, -0.05, 0.27], [-0.12, -0.04, 0.28], [-0.04, 0.15, -0.07], [0.16, 0.07, -0.19], [0.14, -0.25, 0.13], [-0.10, -0.10, 0.22], [-0.41, 0.20, -0.22], [0.09, -0.01, 0.14], [0.27, -0.18, 0.02], [0.16, 0.36, -0.29], [0.10, -0.14, 0.13], [-0.04, -0.06, -0.05], [-0.03, 0.05, -0.22], [-0.02, -0.35, -0.34], [-0.30, -0.06, -0.11], [0.07, 0.07, -0.31], [0.14, -0.35, 0.19], [0.16, -0.25, 0.20], [0.01, 0.26, -0.27], [-0.05, 0.11, -0.16], [0.07, 0.18, 0.13], [0.20, -0.22, 0.05], [-0.08, -0.09, -0.05], [-0.12, -0.09, -0.34], [0.07, 0.13, 0.15], [0.17, -0.17, -0.02], [-0.10, 0.25, -0.08], [-0.12, -0.07, 0.22], [-0.18, 0.01, -0.10], [0.18, 0.17, 0.07], [-0.07, -0.19, 0.06], [-0.21, 0.19, 0.33], [0.05, 0.32, 0.31], [-0.02, 0.18, 0.20], [-0.07, -0.20, -0.26], [-0.03, -0.59, -0.04], [-0.08, -0.13, 0.02], [0.11, -0.10, 0.24], [-0.04, 0.19, 0.14], [-0.06, -0.08, -0.21], [-0.06, -0.13, 0.11], [0.12, -0.13, -0.14], [0.24, -0.11, 0.10], [0.23, -0.14, 0.26], [0.10, 0.04, 0.13], [-0.21, -0.02, -0.07], [-0.22, 0.12, -0.16]]}

(2)
{"formula": "C33H55BN4O8S", "method": "ωB97M-V/def2-TZVPD", "lumo_energy_ha": -0.0056, "smiles": "CCCCc1c(CC(=O)N(C)C)cc(OCCOCC)c2c1N(B(O)O)c1cccc(OCCNC[C@H](C)O)c1S2.COC[C@@H](C)N", "total_charge": 0, "e_homo_ev": -7.71, "energy_ha": -2533.52805, "species": ["C", "C", "C", "C", "C", "C", "C", "C", "O", "N", "C", "C", "C", "C", "O", "C", "C", "O", "C", "C", "C", "C", "N", "B", "O", "O", "C", "C", "C", "C", "C", "O", "C", "C", "N", "C", "C", "C", "O", "C", "S", "H", "H", "H", "H", "H", "H", "H", "H", "H", "H", "H", "H", "H", "H", "H", "H", "H", "H", "H", "H", "H", "H", "H", "H", "H", "H", "H", "H", "H", "H", "H", "H", "H", "H", "H", "H", "H", "H", "H", "H", "H", "H", "H", "H", "C", "O", "C", "C", "C", "N", "H", "H", "H", "H", "H", "H", "H", "H", "H", "H", "H"], "coordinates": [[4.370027, -1.393000, 1.930592], [2.979683, -2.052463, 1.274961], [3.374199, -2.953593, -0.036450], [2.560702, -2.570795, -1.411490], [0.962009, -2.260522, -1.201018], [-0.220303, -3.436414, -1.083288], [0.137437, -5.036384, -1.169412], [0.124237, -5.669493, 0.344198], [1.322843, -5.798508, 0.967072], [-1.086003, -6.158990, 1.108439], [-1.607448, -5.143093, 2.101993], [-2.169160, -6.711500, 0.208567], [-1.795757, -3.009170, -0.873903], [-2.280097, -1.415982, -0.721848], [-3.671677, -0.990489, -0.491503], [-4.635787, -1.825098, -1.237944], [-6.082335, -0.988611, -1.185959], [-6.068900, 0.103911, -0.189740], [-6.403623, -0.380525, 1.161516], [-5.328890, 0.378081, 2.194057], [-1.083804, -0.293847, -0.797225], [0.529542, -0.651178, -1.056876], [1.615394, 0.410353, -1.135996], [1.709019, 1.046915, -2.510106], [3.039676, 1.456096, -3.083015], [0.532849, 1.291661, -3.401813], [1.516072, 1.426684, -0.020076], [2.853817, 1.856938, 0.836624], [2.808320, 2.919581, 2.086480], [1.368143, 3.583574, 2.502172], [-0.003538, 3.202086, 1.688842], [-1.325448, 3.739602, 2.047240], [-1.745776, 3.259954, 3.373103], [-1.477965, 1.666830, 3.654889], [-0.292280, 1.444421, 4.567364], [-0.559232, 0.413964, 5.642896], [-0.060234, -1.123887, 5.223038], [1.426430, -1.476918, 5.879853], [0.013505, -1.208744, 3.753631], [0.075452, 2.139699, 0.442485], [-1.432467, 1.573490, -0.586378], [4.722491, -0.530151, 1.215537], [4.119751, -0.938437, 2.989177], [5.190431, -2.226570, 1.942193], [2.429008, -2.684973, 2.124401], [2.279595, -1.137516, 1.059323], [4.556455, -2.894971, -0.189363], [3.151928, -4.108408, 0.166371], [2.782546, -3.452837, -2.181399], [3.125425, -1.625823, -1.873028], [-0.558972, -5.647536, -1.907582], [1.268514, -5.102885, -1.544689], [-2.424579, -5.669856, 2.790161], [-0.767783, -4.770576, 2.863471], [-2.126504, -4.209029, 1.623886], [-2.572330, -5.964457, -0.600346], [-1.689398, -7.617889, -0.397516], [-3.042958, -7.170459, 0.880340], [-2.688810, -3.798372, -0.817370], [-4.341405, -1.845207, -2.384459], [-4.714585, -2.898865, -0.767156], [-6.959627, -1.739387, -0.996828], [-6.232435, -0.484503, -2.242762], [-7.517055, -0.164528, 1.469056], [-6.225798, -1.542229, 1.315280], [-5.765614, 0.540504, 3.269369], [-4.387819, -0.322216, 2.242895], [-5.000306, 1.392072, 1.659395], [3.229082, 2.395991, -2.729511], [0.576237, 2.260674, -3.657725], [3.879171, 1.358515, 0.510308], [3.828196, 3.123990, 2.650835], [1.322350, 4.330795, 3.411838], [-2.903984, 3.461886, 3.576898], [-1.174763, 3.918241, 4.185944], [-2.445796, 1.264294, 4.225924], [-1.411017, 1.002924, 2.672612], [-0.007953, 2.310419, 5.084579], [-1.650374, 0.407736, 6.066661], [0.142765, 0.709878, 6.562011], [-0.804913, -1.923281, 5.663315], [1.959655, -2.352571, 5.275825], [1.357400, -1.857593, 6.997062], [2.158171, -0.538442, 5.844177], [-0.863098, -1.583053, 3.444847], [1.947286, 6.689002, -7.384220], [1.910860, 5.274852, -7.503309], [3.009571, 4.600802, -6.882744], [2.823150, 4.348709, -5.368892], [3.066582, 5.589132, -4.513339], [1.483970, 3.817798, -5.070027], [2.967586, 7.080995, -7.424812], [1.456883, 6.999603, -6.459523], [1.382200, 7.114528, -8.218285], [3.071843, 3.624110, -7.379904], [3.953953, 5.115886, -7.093400], [3.564115, 3.599364, -5.066920], [2.253522, 6.316303, -4.581926], [3.155522, 5.310422, -3.455228], [3.998193, 6.086760, -4.802296], [1.360246, 2.942850, -5.581004], [0.804584, 4.448951, -5.504103]], "forces_ev_per_angstrom": [[-0.97, -0.22, -0.65], [0.57, 0.45, 0.97], [-0.29, -0.94, 0.48], [0.81, 0.19, -0.34], [-2.68, 1.30, 0.63], [-1.58, 3.47, 0.15], [0.61, 0.50, 0.18], [5.40, -0.95, 3.26], [-7.29, 1.07, -3.73], [0.36, 1.69, -1.82], [-0.51, 0.38, 1.77], [-0.01, -1.17, -0.54], [1.82, 2.83, -0.11], [3.83, -0.93, -0.32], [2.88, -2.09, -1.51], [-0.80, 0.65, -0.55], [0.26, 0.10, -0.41], [-0.86, -2.77, 0.15], [0.92, 0.04, 1.65], [-0.02, -0.34, -1.08], [1.43, -2.30, -0.19], [-3.02, -3.79, 0.44], [-2.80, 0.24, 0.67], [-0.17, 1.39, -2.55], [-2.41, 1.51, 2.51], [2.67, 0.42, 2.49], [0.37, 3.21, 3.79], [-2.92, 1.05, 0.56], [-3.68, -1.37, -2.51], [0.48, -2.34, -2.66], [2.74, -1.74, -0.94], [2.53, -1.84, 0.25], [-0.15, -0.30, 1.61], [-1.07, -0.16, 0.44], [-1.12, -0.29, 1.16], [1.42, -0.46, 1.28], [0.36, 0.18, 0.73], [0.47, -0.09, -0.47], [-1.55, -0.89, 1.36], [3.15, -0.13, 1.17], [1.74, -1.37, 1.30], [-0.54, -1.69, 1.43], [0.74, -1.01, -2.11], [-1.45, 1.69, 0.33], [1.24, 1.23, -2.03], [1.23, -1.91, 0.10], [-2.63, 0.08, -0.02], [0.38, 2.56, -0.19], [-0.89, 1.86, 1.58], [-1.70, -1.88, 0.98], [1.34, 1.53, 1.60], [-2.62, -0.03, 0.96], [1.74, 0.94, -1.60], [-1.62, -0.93, -2.02], [1.05, -1.66, 0.66], [0.47, -1.23, 1.67], [-1.08, 1.90, 1.33], [1.95, 1.24, -1.53], [2.47, 1.75, -0.20], [-0.37, -0.33, 2.45], [0.13, 2.11, -0.95], [1.57, 1.40, -0.31], [0.29, -0.93, 2.30], [2.07, -0.20, -0.88], [-0.38, 2.28, -0.70], [0.80, -0.24, -2.16], [-1.74, 1.53, 0.01], [-0.81, -2.18, 1.41], [-0.27, -2.19, -0.82], [0.28, -1.38, -0.04], [-2.45, 1.21, 0.82], [-2.60, -0.31, -1.24], [0.02, -1.70, -2.12], [2.56, -0.22, -1.14], [-1.08, -1.51, -1.56], [1.77, 0.88, -1.18], [0.10, 1.70, 1.92], [-0.70, -0.99, -1.02], [1.69, 0.00, -1.03], [-1.56, -0.60, -1.87], [1.30, 1.58, -0.95], [-1.33, 1.90, 1.14], [-0.12, 0.98, -2.26], [-1.70, -1.96, 0.03], [1.58, 0.68, 0.50], [-0.36, -0.11, -0.10], [0.63, 0.01, 0.16], [-0.31, -0.39, -0.06], [-0.15, 0.38, -0.06], [0.17, 0.04, 0.29], [-0.15, -0.16, -0.33], [0.01, -0.05, 0.08], [0.14, 0.19, 0.03], [0.07, -0.15, 0.05], [-0.12, 0.16, 0.04], [-0.05, 0.15, 0.09], [-0.11, -0.04, -0.16], [0.06, -0.11, -0.06], [-0.07, 0.03, -0.22], [-0.11, -0.03, 0.01], [0.09, 0.05, 0.11], [0.17, -0.12, 0.21]]}